{"formula": "C5H7NO", "method": "the ωB97M-V functional and the def2-TZVPD basis", "homo_ha": -0.38659, "de_lowest_kcal_mol": 85.9, "homo_lumo_gap_ev": 11.297, "smiles": "N#CO[C@@H]1C=CC1.[H][H]", "species": ["O", "N", "C", "C", "C", "C", "C", "H", "H", "H", "H", "H", "H", "H"], "positions_angstrom": [[0.897, -1.347, -1.044], [2.647, -0.461, 0.428], [-0.349, -0.589, -1.082], [1.808, -0.871, -0.263], [-0.255, 0.910, -1.030], [-1.148, -0.509, 0.248], [-0.997, 0.989, 0.078], [-2.169, -0.905, 0.207], [0.206, 1.632, -1.696], [0.828, 0.823, 2.665], [-0.877, -1.032, -1.928], [-0.623, -0.945, 1.104], [-1.400, 1.823, 0.645], [1.419, 0.534, 2.315]], "atomic_forces_ev_per_a": [[0.256, -0.013, 0.091], [-0.794, -0.460, -0.724], [-0.225, 0.018, -0.109], [0.681, 0.345, 0.572], [-0.034, 0.086, 0.055], [-0.057, -0.118, 0.105], [0.036, 0.105, -0.089], [0.159, 0.035, 0.011], [-0.069, -0.091, 0.118], [0.047, -0.010, 0.033], [0.064, 0.075, 0.114], [-0.035, 0.096, -0.128], [0.065, -0.121, -0.105], [-0.092, 0.053, 0.056]]}

***

{"formula": "C5H7NO", "method": "the ωB97M-V functional and the def2-TZVPD basis", "homo_ha": -0.29702, "de_lowest_kcal_mol": 118.2, "homo_lumo_gap_ev": 8.824, "smiles": "CC1=CN1.C=C=O", "species": ["O", "N", "C", "C", "C", "C", "C", "H", "H", "H", "H", "H", "H", "H"], "positions_angstrom": [[-2.846, -0.489, -1.383], [1.502, 2.015, 1.161], [1.021, 1.056, 0.217], [1.556, -0.001, -0.657], [0.055, 1.860, 0.561], [-3.334, -0.281, -0.353], [-3.909, -0.020, 0.801], [-4.816, -0.676, 0.932], [2.641, -0.170, -0.439], [0.915, -0.853, -0.517], [-0.912, 2.262, 0.456], [1.561, 0.288, -1.732], [-3.730, 0.678, 1.587], [1.487, 1.537, 2.046]], "atomic_forces_ev_per_a": [[-0.090, -0.193, 0.117], [-0.041, 0.924, 0.392], [-2.203, 0.907, -1.074], [1.390, 0.669, -0.483], [2.424, -2.156, -0.565], [0.269, 0.961, 0.703], [-1.760, -1.868, -0.620], [0.988, 0.725, -0.060], [-1.056, -0.291, 0.144], [0.157, -0.715, -0.133], [-0.477, 0.662, 0.186], [-0.392, -0.044, 0.704], [0.625, 0.376, -0.130], [0.165, 0.043, 0.819]]}

***

{"formula": "C5H7NO", "method": "the ωB97M-V functional and the def2-TZVPD basis", "homo_ha": [-0.34576, -0.30791], "de_lowest_kcal_mol": 148.4, "homo_lumo_gap_ev": [8.806, 7.172], "species": ["O", "N", "C", "C", "C", "C", "C", "H", "H", "H", "H", "H", "H", "H"], "positions_angstrom": [[0.820, 1.500, 0.994], [-1.737, 0.691, -0.101], [-0.447, 0.051, -0.095], [1.732, -0.151, -0.151], [0.639, 0.380, -1.009], [0.676, 0.142, 0.953], [-1.687, -0.756, -0.235], [2.164, -1.131, -0.387], [2.504, 0.609, -0.044], [0.620, 0.623, -2.078], [-2.007, -1.152, -1.194], [0.620, -0.444, 1.883], [-1.924, -1.375, 0.631], [-1.972, 1.014, 0.833]], "atomic_forces_ev_per_a": [[-0.317, 0.768, 0.305], [-0.010, 0.176, 0.282], [0.157, -0.037, -0.106], [0.158, 0.152, -0.003], [0.043, -0.013, -0.828], [-0.162, -0.715, -0.034], [-0.063, -0.431, 0.048], [-0.365, -0.057, -0.076], [0.473, -0.394, 0.093], [0.009, 0.112, 0.330], [0.041, 0.042, 0.086], [0.135, 0.458, 0.091], [-0.034, 0.048, -0.171], [-0.065, -0.110, -0.019]]}